# 1
{
  "formula": "C30H25N2OS2SbSe4Tc",
  "method": "the ωB97M-V functional and the def2-TZVPD basis",
  "total_charge": 1,
  "spin_multiplicity": 1,
  "relative_energy_kj_mol": 35.2,
  "gap_ev": 6.1,
  "molar_mass_g_mol": 1029.28,
  "species": ["Tc", "C", "C", "N", "N", "C", "S", "S", "C", "C", "C", "C", "C", "C", "C", "C", "C", "C", "C", "C", "C", "O", "H", "H", "H", "H", "H", "H", "H", "H", "H", "H", "H", "H", "H", "H", "Se", "Sb", "Se", "Se", "Se", "C", "C", "C", "C", "C", "C", "C", "C", "C", "C", "C", "C", "C", "C", "H", "H", "H", "H", "H", "H", "H", "H", "H", "H", "H"],
  "coordinates": [[0.33259, 0.20754, 0.58577], [-1.56248, -3.76522, 0.16677], [-1.29031, -2.34214, 0.56460], [-0.17483, -1.77298, 0.21246], [0.72794, -2.68172, -0.39644], [1.87836, -2.16922, -0.61702], [2.27773, -0.47701, -0.38981], [3.20158, -3.10165, -1.24520], [2.38224, -4.64177, -1.78730], [1.90734, -4.60145, -3.21982], [2.75529, -5.06066, -4.22276], [2.37365, -5.00780, -5.55676], [1.13401, -4.49062, -5.90508], [0.27834, -4.03342, -4.91034], [0.66212, -4.08786, -3.57641], [-2.30206, -1.67943, 1.41628], [-3.05393, -2.51831, 2.24981], [-4.07760, -2.04293, 3.04132], [-4.40137, -0.69768, 2.97502], [-3.67306, 0.16371, 2.17008], [-2.60960, -0.32385, 1.43164], [-1.82840, 0.53538, 0.63646], [-1.16695, -3.96365, -0.82050], [-2.62914, -3.96615, 0.19186], [-1.05163, -4.45257, 0.84860], [1.59438, -4.86058, -1.06961], [3.17127, -5.38418, -1.67643], [3.72631, -5.46936, -3.95770], [3.04470, -5.37427, -6.32355], [0.83432, -4.44800, -6.94581], [-0.69333, -3.63430, -5.17446], [-0.00745, -3.72634, -2.80601], [-2.81340, -3.57192, 2.28310], [-4.62579, -2.71679, 3.68570], [-5.22708, -0.30218, 3.55267], [-3.93165, 1.20970, 2.13979], [1.96234, 4.21754, 1.76334], [3.61255, 3.87783, 0.16883], [0.96216, 0.67674, 2.61751], [0.34640, 2.12462, -0.84072], [2.43934, 2.57668, -1.70308], [-3.90601, 6.69138, 1.53915], [-2.58499, 6.47420, 1.90363], [-2.02840, 5.20861, 1.77404], [-2.77631, 4.15344, 1.26016], [-4.10829, 4.37958, 0.90621], [-4.66862, 5.63984, 1.04461], [-2.17017, 2.79892, 1.20304], [-2.41818, 1.83514, 0.33982], [-3.09774, 1.81396, -0.97135], [-3.11345, 2.96009, -1.76788], [-3.71633, 2.93853, -3.01318], [-4.30506, 1.77172, -3.48865], [-4.27834, 0.62426, -2.71183], [-3.67405, 0.64304, -1.46112], [-4.34611, 7.67465, 1.65140], [-1.98634, 7.28862, 2.29477], [-0.99783, 5.03818, 2.06451], [-4.71027, 3.56564, 0.51674], [-5.70442, 5.80104, 0.77030], [-1.48456, 2.55489, 2.00848], [-2.63181, 3.86527, -1.41931], [-3.71609, 3.83331, -3.62205], [-4.77482, 1.75799, -4.46447], [-4.72654, -0.29078, -3.07765], [-3.66659, -0.26224, -0.86732]],
  "forces_ev_per_angstrom": [[0.4877, -0.0077, 0.6069], [-0.0514, 0.0430, 0.1557], [-0.0591, 0.0110, 0.0879], [0.1631, -0.3865, -0.0440], [-0.3951, 0.4653, 0.2887], [0.2648, -0.0512, -0.0736], [-0.4442, 0.0775, -0.0644], [-0.1160, 0.0614, -0.0841], [-0.0145, -0.0121, -0.1000], [0.1079, 0.0911, 0.0831], [0.0402, -0.0381, -0.0633], [0.0024, -0.0072, 0.0319], [-0.0185, 0.0051, 0.0481], [0.0317, -0.0097, 0.0472], [0.0359, -0.0313, -0.0112], [0.1144, -0.3546, -0.2037], [0.0165, -0.1198, 0.0572], [0.0192, 0.0340, -0.0093], [-0.0575, 0.0461, 0.0152], [0.0065, 0.0361, 0.1353], [0.1913, 0.3497, -0.2283], [0.0210, 0.1139, 0.1733], [0.0325, 0.0201, -0.1004], [0.0240, -0.0232, -0.0155], [-0.0052, 0.0494, -0.0291], [-0.0052, -0.0091, -0.0485], [-0.0455, -0.0734, 0.0297], [-0.0701, 0.0371, -0.0268], [-0.0175, 0.0147, 0.0275], [0.0127, -0.0035, 0.0762], [0.0257, -0.0102, 0.0114], [0.0063, 0.0167, 0.0051], [-0.0301, 0.0413, 0.0109], [0.0138, 0.0278, -0.0273], [0.0364, -0.0100, -0.0044], [0.0159, 0.0139, -0.0268], [-0.0357, -0.0610, 0.1357], [-0.0533, -0.0084, -0.0923], [-0.3311, -0.0654, -0.7884], [-0.0592, 0.1152, 0.2980], [0.2021, -0.0359, -0.0831], [0.0057, 0.0018, 0.0148], [0.0325, -0.0330, -0.0239], [0.1080, 0.0927, 0.0324], [0.0475, -0.2798, -0.0190], [-0.0594, -0.0272, -0.0520], [0.0284, -0.0570, -0.0152], [-0.1739, 0.6890, 0.4632], [-0.0986, -0.7001, -0.8112], [-0.0425, 0.0055, 0.1094], [0.0729, 0.0487, -0.0429], [-0.0150, -0.0289, -0.0109], [0.0114, 0.0493, 0.0128], [0.0429, -0.0115, 0.0717], [-0.0920, -0.0168, -0.0609], [0.0224, -0.0394, -0.0156], [-0.0392, -0.0620, -0.0194], [-0.0217, 0.0001, 0.0010], [0.0222, 0.0348, 0.0498], [0.0582, -0.0150, 0.0176], [0.0404, 0.0159, 0.0551], [-0.0304, -0.0347, -0.0016], [0.0018, -0.0155, 0.0110], [0.0248, 0.0018, 0.0441], [0.0057, 0.0221, 0.0176], [-0.0153, 0.0069, -0.0286]],
  "lowdin_charge": [0.4665, -0.0060, -0.1980, -0.1010, -0.0534, -1.0435, 0.4970, 0.9590, -0.3904, -0.2927, -0.0471, -0.0709, -0.0802, -0.0757, -0.0489, -0.1038, -0.0134, -0.0439, -0.0270, 0.0234, -0.2073, -0.2457, 0.0668, 0.0914, 0.1154, 0.0746, 0.0780, 0.1162, 0.1082, 0.1067, 0.1041, 0.0861, 0.1187, 0.1188, 0.1222, 0.1225, -0.1345, 0.4398, 0.3172, 0.1648, -0.0797, -0.0705, -0.0626, -0.0312, -0.2075, -0.0413, -0.0634, -0.0184, -0.3105, -0.1907, -0.0426, -0.0519, -0.0650, -0.0611, -0.0105, 0.1093, 0.1107, 0.0683, 0.1191, 0.1100, 0.1098, 0.1226, 0.1131, 0.1106, 0.1092, 0.1103]
}

# 2
{
  "formula": "C30H25N5O10",
  "method": "the ωB97M-V functional and the def2-TZVPD basis",
  "total_charge": 0,
  "spin_multiplicity": 1,
  "smiles": "O=[N+]([O-])c1ccccc1.O=[N+]([O-])c1ccccc1.O=[N+]([O-])c1ccccc1.O=[N+]([O-])c1ccccc1.O=[N+]([O-])c1ccccc1",
  "relative_energy_kj_mol": 367.6,
  "gap_ev": 8.2,
  "molar_mass_g_mol": 615.56,
  "species": ["O", "N", "O", "C", "C", "C", "C", "C", "C", "H", "H", "H", "H", "H", "O", "N", "O", "C", "C", "C", "C", "C", "C", "H", "H", "H", "H", "H", "O", "N", "O", "C", "C", "C", "C", "C", "C", "H", "H", "H", "H", "H", "O", "N", "O", "C", "C", "C", "C", "C", "C", "H", "H", "H", "H", "H", "O", "N", "O", "C", "C", "C", "C", "C", "C", "H", "H", "H", "H", "H"],
  "coordinates": [[13.75264, 22.16650, -9.37605], [13.00269, 23.14354, -9.59994], [12.74201, 24.07108, -8.72652], [12.39069, 23.12776, -10.97820], [12.85497, 22.16157, -11.91346], [12.32849, 22.10047, -13.17142], [11.19747, 22.74704, -13.51755], [10.57935, 23.60148, -12.58590], [11.18720, 23.80815, -11.33250], [13.69581, 21.49093, -11.81531], [12.79720, 21.35922, -13.80171], [10.73930, 22.56179, -14.47784], [9.73677, 24.17389, -12.94479], [10.86502, 24.52096, -10.58786], [17.73358, 21.09582, -5.61248], [17.28953, 20.76983, -6.71481], [17.45420, 21.29375, -7.79342], [16.35550, 19.57678, -6.71222], [16.46587, 18.58695, -5.76096], [15.81788, 17.33779, -5.89876], [15.11261, 17.14557, -7.09189], [14.87224, 18.15584, -7.97486], [15.49783, 19.34723, -7.81794], [17.06818, 18.77786, -4.88508], [16.03244, 16.50495, -5.24550], [14.80800, 16.13915, -7.33830], [14.24808, 17.96629, -8.83562], [15.38711, 20.11175, -8.57270], [10.77301, 21.13596, -17.79462], [9.66657, 21.77172, -17.67095], [9.41713, 22.56046, -16.70151], [8.60513, 21.50216, -18.74366], [8.79764, 20.64936, -19.86900], [7.69372, 20.45604, -20.69978], [6.45647, 21.13343, -20.48006], [6.28197, 21.91297, -19.38490], [7.38381, 22.06624, -18.50549], [9.73052, 20.15459, -20.09558], [7.73386, 20.05525, -21.70185], [5.62382, 20.95269, -21.14371], [5.32176, 22.38015, -19.22322], [7.14564, 22.75596, -17.70927], [15.28697, 28.55385, -3.15930], [15.37072, 27.36277, -3.26165], [16.16104, 26.71197, -2.72505], [14.51708, 26.70907, -4.30825], [13.77040, 25.55898, -4.05086], [13.09134, 24.93377, -5.06308], [13.12459, 25.54105, -6.25664], [13.90259, 26.69847, -6.57521], [14.58264, 27.30541, -5.53671], [13.85685, 25.13743, -3.06029], [12.57118, 24.01649, -4.82974], [12.31868, 25.10338, -6.82704], [13.72982, 27.13449, -7.54806], [15.15914, 28.20397, -5.69993], [7.38164, 26.05975, -18.52090], [7.92291, 26.19348, -17.41550], [9.11428, 26.61068, -17.26591], [7.19245, 25.91264, -16.17888], [7.89508, 25.62285, -15.00925], [7.04912, 25.52235, -13.86235], [5.62989, 25.54365, -13.91262], [5.00804, 25.77506, -15.13683], [5.78102, 25.88170, -16.24613], [8.96725, 25.54031, -14.90904], [7.59475, 25.58535, -12.93244], [5.04941, 25.49509, -13.00317], [3.93033, 25.70582, -15.14851], [5.26382, 26.03695, -17.18143]],
  "forces_ev_per_angstrom": [[-1.6472, 2.5541, -0.1134], [0.4114, 0.3290, 2.0307], [0.6969, -3.3517, -3.7773], [-1.1910, -1.2359, -1.1104], [0.9887, 1.1834, 1.2326], [0.6287, -1.4999, 0.0270], [-1.7719, 1.1112, 0.1623], [1.3204, -0.0250, 0.0508], [1.3700, -0.0448, 0.4613], [0.1419, 0.3022, 0.9562], [-0.1429, 0.1406, -0.4515], [-0.0298, 0.2139, -0.1615], [-0.2517, -0.0062, 0.5118], [-0.5225, 0.1144, -0.1365], [-0.0183, -0.0234, -1.5923], [-1.4979, -0.8903, 1.2162], [0.4913, 0.2542, 0.6064], [-0.4880, -0.7558, -1.3256], [0.0058, -0.3799, 1.0622], [0.5170, 1.2089, -1.6328], [0.3005, -1.5439, 1.6114], [-0.3754, -0.2190, -0.5950], [1.2935, 2.0090, 0.4077], [0.2120, -0.0012, 0.0017], [-0.1145, 0.1771, 0.2072], [-0.4119, -0.0670, 0.0883], [0.0252, 0.1058, -0.1149], [0.0417, 0.1614, 0.0504], [-3.6865, 2.1610, 0.3609], [2.2512, -0.5105, 1.1059], [0.5608, -2.4035, -3.1915], [0.3890, -0.3859, 0.5744], [-0.6555, 0.3124, 0.3679], [-0.6284, 1.7390, -0.2046], [0.8412, -1.3171, -0.2136], [1.0561, -0.1723, 0.5916], [-1.8863, 1.2128, -0.2964], [0.1287, 0.2015, 0.2047], [0.6172, -0.8247, 0.2461], [0.0872, 0.0539, -0.2737], [0.1445, 0.2053, 0.3349], [0.7707, -0.1822, 0.4752], [-0.6216, 1.8194, 0.1332], [-2.5890, 1.0240, -2.8423], [3.0020, -3.2726, 2.6149], [-0.3053, -0.3320, 0.7934], [1.9204, 0.5538, 1.3926], [0.7853, 0.0309, 2.3236], [-0.8800, 0.9812, -2.1110], [-2.0729, -1.4163, 0.6723], [0.1158, 0.0991, -1.2245], [-0.1699, -0.0580, 0.1589], [-0.3121, 0.0764, -0.3338], [0.6340, 0.4788, -1.3951], [0.4860, 0.1246, -0.0354], [0.0070, 0.0540, 0.1260], [0.5961, 0.0808, 1.9240], [2.5488, 0.9574, -1.2465], [-3.0069, -1.1636, -0.3735], [-0.5466, -0.8566, -0.1042], [-2.4136, 0.5383, 0.6622], [0.1404, 0.2650, -0.6460], [1.9177, 0.6967, -0.0662], [-0.0598, -1.3348, 1.5963], [0.8160, 0.8061, -1.2346], [-0.0493, 0.2529, -0.3043], [-0.3238, -0.5860, 0.3926], [0.0736, -0.0961, 0.0825], [-0.0694, 0.3208, -0.4197], [0.4051, 0.0447, -0.2900]],
  "lowdin_charge": [0.0520, -0.2533, 0.0155, -0.0981, -0.0112, -0.0968, -0.0598, -0.0415, 0.0070, 0.1160, 0.1167, 0.0922, 0.0786, 0.1073, 0.0685, -0.3365, 0.0901, -0.1137, -0.0153, -0.0437, -0.0913, -0.0941, -0.0110, 0.1132, 0.1034, 0.1050, 0.1133, 0.1034, 0.0370, -0.2552, 0.0176, -0.1166, 0.0075, -0.0558, -0.0797, -0.0634, -0.0126, 0.1133, 0.1033, 0.1060, 0.1098, 0.1091, 0.0810, -0.4124, 0.1327, -0.1382, -0.0087, -0.0922, -0.0948, -0.0233, -0.0238, 0.1192, 0.1175, 0.0834, 0.1057, 0.1235, 0.0606, -0.3073, 0.0465, -0.1485, 0.0163, -0.0512, -0.0548, -0.0860, -0.0187, 0.1114, 0.0929, 0.1038, 0.1113, 0.1179]
}